No. 1
The following is a DFT calculation (ωB97M-V with the def2-TZVPD basis set) of the molecule C8H12N2OS at a distorted geometry.

Atoms and positions in Å:
C1 -1.323 3.746 -2.095
C2 -1.598 3.635 -0.582
C3 -1.274 2.223 0.006
C4 0.138 1.905 -0.084
C5 0.312 -0.512 -0.129
C6 1.004 -1.535 2.044
C7 1.136 -2.848 2.432
C8 0.582 -2.923 0.352
H1 -1.648 4.711 -2.493
H2 -0.231 3.684 -2.252
H3 -1.855 2.966 -2.634
H4 -1.080 4.406 0.037
H5 -2.661 3.843 -0.379
H6 -1.881 1.506 -0.573
H7 -1.667 2.181 1.033
H8 0.477 1.801 -1.130
H9 0.775 2.628 0.435
H10 1.199 -0.606 2.601
H11 1.522 -3.185 3.389
H12 0.374 -3.274 -0.651
N1 0.646 -1.592 0.701
N2 0.888 -3.664 1.322
O1 0.418 0.622 0.568
S1 -0.079 -0.687 -1.734

Summary:
Electronic energy (eV): -24353.0815
Kohn-Sham gap (Eh): 0.338
SMILES string: CCCCOC(=S)n1ccnc1
LUMO energy (eV): 0.068

=====

No. 2
The following is a DFT calculation (ωB97M-V with the def2-TZVPD basis set) of C8H12N2PRe as an isolated structure at a distorted geometry.

Atoms and positions in Å:
C1 0.492 0.987 -2.319
C2 0.275 0.256 -3.517
C3 -0.046 -1.098 -3.575
C4 -0.142 -1.919 -2.451
C5 0.021 -1.480 -1.110
Re1 0.174 0.366 -0.506
P1 0.320 2.582 0.270
H1 0.825 2.024 -2.531
H2 0.373 0.805 -4.458
H3 -0.203 -1.554 -4.559
H4 0.002 -2.331 -0.403
H5 -0.348 -2.982 -2.594
H6 -0.750 3.179 1.000
H7 0.460 3.631 -0.679
H8 1.389 3.003 1.116
N1 -0.223 -0.162 3.780
C6 -0.608 -1.451 3.417
C7 -0.549 -1.487 2.052
N2 -0.117 -0.228 1.588
C8 0.076 0.537 2.646
H9 -0.163 0.230 4.716
H10 -0.891 -2.215 4.121
H11 -0.761 -2.271 1.349
H12 0.394 1.577 2.650

Summary:
Electronic energy (eV): -22878.9354
Multiplicity: 4
Kohn-Sham gap (alpha / beta) (Eh): 0.260 / 0.256
LUMO energy (alpha / beta) (eV): -4.591 / -4.682
Net charge: +1

=====

No. 3
The following is a DFT calculation (ωB97M-V with the def2-TZVPD basis set) of the molecule C8H12N2S at a distorted geometry.

Atoms and positions in Å:
C1 -0.478 0.893 0.138
C2 1.467 -0.427 -0.351
C3 2.806 -0.316 -0.521
C4 -2.579 0.711 -0.936
C5 0.637 -1.731 -0.408
C6 -1.626 -0.072 -0.038
C7 3.470 0.961 -0.276
C8 -2.415 -0.242 1.271
N1 0.718 0.724 -0.119
N2 -3.047 1.721 -0.374
S1 -1.075 -1.635 -0.919
H1 -0.822 1.785 0.518
H2 3.434 -1.225 -0.640
H3 -2.725 0.394 -1.886
H4 1.066 -2.556 -0.965
H5 0.760 -2.119 0.710
H6 3.870 1.323 -1.278
H7 4.296 0.813 0.405
H8 2.762 1.804 -0.084
H9 -3.373 -0.495 1.016
H10 -2.212 0.671 1.692
H11 -2.020 -1.038 1.846
H12 -3.585 2.284 -1.000

Summary:
Electronic energy (eV): -22303.1727
Kohn-Sham gap (Eh): 0.340
SMILES string: [H]/N=C/[C@]1(C)C=N/C(=C\C)CS1
LUMO energy (eV): 0.664

=====

No. 4
The following is a DFT calculation (ωB97M-V with the def2-TZVPD basis set) of C8H12N3 as an isolated structure at a distorted geometry.

Atoms and positions in Å:
C1 3.673 -0.102 0.026
C2 3.102 1.147 -0.164
C3 2.863 -1.220 0.149
C4 1.727 1.280 -0.238
C5 1.486 -1.098 0.095
C6 0.915 0.157 -0.105
C7 -0.548 0.304 -0.144
C8 -2.753 -0.817 -0.496
N1 -1.415 -0.769 0.120
N2 -3.521 0.337 -0.065
N3 -1.333 0.284 1.083
H1 4.745 -0.208 0.072
H2 3.729 2.022 -0.254
H3 3.302 -2.195 0.289
H4 1.280 2.250 -0.398
H5 0.853 -1.967 0.187
H6 -0.977 1.313 -1.044
H7 -3.200 -1.756 -0.157
H8 -2.606 -0.868 -1.577
H9 -4.370 0.086 0.428
H10 -3.765 0.971 -0.815
H11 -0.896 0.071 1.980
H12 -2.289 0.778 1.029

Summary:
Electronic energy (eV): -12951.9302
Kohn-Sham gap (Eh): 0.366
LUMO energy (eV): -2.932
Net charge: +1

=====

No. 5
The following is a DFT calculation (ωB97M-V with the def2-TZVPD basis set) of a 2-piece molecular cluster, C8H12N4 overall at a distorted geometry.

Atoms and positions in Å:
C1 -0.940 1.042 -2.179
C2 -0.007 2.393 -0.224
C3 0.137 1.807 -1.479
C4 2.171 2.687 -0.921
N1 1.332 2.825 0.165
N2 1.451 1.958 -1.834
H1 -0.915 2.558 0.410
H2 1.529 3.177 1.029
H3 -0.307 0.524 -2.990
H4 -1.609 1.623 -2.869
H5 3.263 2.921 -1.001
H6 -1.552 0.321 -1.667
C5 -2.256 -1.961 1.645
C6 -0.769 -2.028 1.294
C7 0.051 -0.948 0.818
C8 1.102 -3.015 0.755
N3 -0.098 -3.210 1.436
N4 1.297 -1.702 0.520
H7 -3.090 -2.237 0.920
H8 -2.546 -1.078 2.005
H9 -0.022 0.090 0.740
H10 1.923 -3.672 0.873
H11 2.175 -1.366 0.052
H12 -2.318 -2.710 2.499

Summary:
Electronic energy (eV): -14440.7008
Multiplicity: 2
Kohn-Sham gap (alpha / beta) (Eh): 0.281 / 0.146
LUMO energy (alpha / beta) (eV): -4.256 / -7.926
Net charge: +1

=====

No. 6
The following is a DFT calculation (ωB97M-V with the def2-TZVPD basis set) of an isolated ion of composition C8H12N4 and charge +2 at a distorted geometry.

Atoms and positions in Å:
C1 -1.506 1.617 -0.762
C2 -0.565 0.881 0.006
C3 -1.422 0.108 0.997
C4 1.872 -0.423 1.148
C5 1.322 -0.901 0.013
C6 0.856 1.368 0.310
C7 -1.152 -1.158 1.768
C8 0.985 0.182 -2.029
N1 -2.694 0.427 0.687
N2 -2.746 1.338 -0.267
N3 1.526 0.895 1.391
N4 0.667 0.179 -0.597
H1 -1.309 2.400 -1.426
H2 2.441 -0.942 1.826
H3 1.320 -1.842 -0.517
H4 0.951 2.397 -0.016
H5 -2.099 -1.776 1.488
H6 -0.300 -1.785 1.505
H7 -1.212 -1.065 2.823
H8 1.982 -0.137 -2.165
H9 0.325 -0.406 -2.674
H10 0.979 1.225 -2.487
H11 -3.587 1.598 -0.703
H12 2.113 1.427 2.053

Summary:
Electronic energy (eV): -14429.4356
Kohn-Sham gap (alpha / beta) (Eh): 0.284 / 0.284
SMILES string: CC1=N[NH+]=C[C@@]12[C@H]1NC=C[N@+]12C
LUMO energy (alpha / beta) (eV): -10.003 / -10.004
Net charge: +2

=====

No. 7
The following is a DFT calculation (ωB97M-V with the def2-TZVPD basis set) of the molecule C8H12N4O at a distorted geometry.

Atoms and positions in Å:
C1 1.319 0.067 0.375
C2 0.224 -0.178 1.386
C3 -1.099 -0.322 0.655
C4 -2.207 0.390 1.066
C5 -3.417 0.340 0.341
C6 -3.560 -0.490 -0.771
C7 -2.451 -1.245 -1.142
C8 -1.248 -1.162 -0.475
H1 2.104 2.755 -0.200
H2 1.871 2.315 -1.831
H3 0.108 1.555 -0.274
H4 0.158 0.598 2.161
H5 0.450 -1.147 1.946
H6 -2.139 0.969 1.984
H7 -4.220 0.964 0.631
H8 -4.437 -0.537 -1.411
H9 -2.537 -1.843 -1.999
H10 -0.447 -1.814 -0.772
H11 3.691 0.292 -0.641
H12 4.372 -2.123 0.257
N1 2.063 1.987 -0.855
N2 1.024 1.122 -0.494
N3 2.397 -0.609 0.506
N4 3.420 -0.676 -0.507
O1 4.561 -1.206 0.064

Summary:
Electronic energy (eV): -16494.9605
Kohn-Sham gap (Eh): 0.328
SMILES string: NN/C(Cc1ccccc1)=N\NO
LUMO energy (eV): 0.729

=====

No. 8
The following is a DFT calculation (ωB97M-V with the def2-TZVPD basis set) of a 2-piece molecular cluster, C8H12N4Si overall at a distorted geometry.

Atoms and positions in Å:
C1 1.811 1.665 2.123
C2 -1.801 1.271 -0.091
C3 2.049 1.060 0.934
C4 -3.011 1.750 -0.476
C5 0.436 0.009 2.119
C6 -2.717 -0.058 -1.519
C7 0.311 -2.809 0.290
C8 1.554 -0.368 -2.041
N1 0.776 1.064 2.790
N2 -1.551 0.094 -0.832
N3 1.250 -0.093 0.912
N4 -3.607 0.955 -1.361
Si1 0.629 -1.026 -0.469
H1 2.212 2.669 2.395
H2 -1.113 1.768 0.648
H3 2.763 1.349 0.213
H4 -3.401 2.670 -0.237
H5 -0.125 -0.712 2.558
H6 -2.749 -0.822 -2.302
H7 1.222 -3.117 0.892
H8 -0.573 -2.870 1.014
H9 0.128 -3.668 -0.385
H10 1.305 0.700 -2.260
H11 2.760 -0.450 -1.924
H12 1.442 -1.031 -2.993

Summary:
Electronic energy (eV): -22327.0013
Kohn-Sham gap (Eh): 0.278
LUMO energy (eV): -0.117

=====

No. 9
The following is a DFT calculation (ωB97M-V with the def2-TZVPD basis set) of an isolated ion of composition C8H12N5 and charge +1 at a distorted geometry.

Atoms and positions in Å:
C1 -0.691 0.321 -3.248
C2 0.252 0.200 -2.248
C3 -2.030 0.406 -2.926
C4 -1.526 0.224 -0.568
C5 -0.163 0.125 -0.901
C6 -2.472 0.382 -1.584
C7 3.188 -0.082 1.940
C8 1.350 -0.843 3.368
N1 3.937 0.233 1.003
N2 0.878 -0.050 -0.055
N3 1.808 -0.422 2.054
N4 -3.793 0.498 -1.328
N5 0.786 -0.252 1.183
H1 -0.383 0.360 -4.279
H2 1.303 0.136 -2.469
H3 -2.768 0.493 -3.709
H4 -1.869 0.216 0.458
H5 3.638 -0.134 2.925
H6 0.628 -1.657 3.278
H7 2.190 -1.227 3.942
H8 0.898 -0.018 3.925
H9 -4.435 0.632 -2.088
H10 -4.158 0.514 -0.393
H11 -0.131 -0.347 1.659
H12 3.564 0.290 0.061

Summary:
Electronic energy (eV): -15931.8364
Kohn-Sham gap (alpha / beta) (Eh): 0.235 / 0.236
SMILES string: [H]/N=C\N(C)/[NH+]=N/c1cccc(N)c1
LUMO energy (alpha / beta) (eV): -5.350 / -5.348
Net charge: +1

=====

No. 10
The following is a DFT calculation (ωB97M-V with the def2-TZVPD basis set) of an isolated ion of composition C8H12N5 and charge +1 at a distorted geometry.

Atoms and positions in Å:
C1 -2.166 0.856 -0.001
C2 -0.011 0.708 0.002
C3 -3.497 0.382 -0.002
C4 -2.744 -1.770 0.001
C5 -1.428 -1.418 0.001
C6 2.218 1.503 0.000
C7 1.671 -0.501 -1.217
C8 1.676 -0.502 1.216
N1 -1.662 2.074 0.000
N2 -0.358 1.975 0.001
N3 -3.761 -0.885 0.000
N4 -1.125 -0.086 0.001
N5 1.374 0.285 0.001
H1 -4.315 1.086 -0.003
H2 -3.034 -2.810 0.002
H3 -0.633 -2.146 0.002
H4 3.267 1.216 -0.004
H5 1.998 2.109 -0.876
H6 2.003 2.105 0.880
H7 2.727 -0.765 -1.233
H8 1.083 -1.416 -1.247
H9 1.443 0.093 -2.102
H10 2.731 -0.769 1.225
H11 1.455 0.092 2.102
H12 1.085 -1.415 1.250

Summary:
Electronic energy (eV): -15932.8859
Kohn-Sham gap (Eh): 0.347
SMILES string: C[N+](C)(C)c1nnc2cnccn12
LUMO energy (eV): -3.566
Net charge: +1

=====

No. 11
The following is a DFT calculation (ωB97M-V with the def2-TZVPD basis set) of an isolated ion of composition C8H12N5 and charge +1 at a distorted geometry.

Atoms and positions in Å:
C1 1.850 -2.089 0.022
C2 2.966 -1.476 0.473
C3 0.906 -0.124 -0.319
C4 2.141 0.484 -0.012
C5 1.071 2.610 -0.006
C6 -0.332 0.768 -0.668
C7 -3.054 -1.302 0.551
C8 -2.505 -0.447 -0.525
N1 0.763 -1.409 -0.304
N2 3.164 -0.175 0.455
N3 2.204 1.912 0.111
N4 -0.102 2.165 -0.386
N5 -1.448 0.401 0.113
H1 1.624 -3.146 0.191
H2 3.939 -2.012 0.654
H3 1.295 3.713 0.218
H4 -0.582 0.563 -1.763
H5 -3.701 -0.778 1.290
H6 -3.680 -2.120 0.166
H7 -2.154 -1.822 1.079
H8 -1.997 -0.908 -1.513
H9 -3.260 0.236 -0.951
H10 3.059 2.198 0.526
H11 -0.976 2.764 -0.454
H12 -1.192 -0.005 1.051

Summary:
Electronic energy (eV): -15933.7324
Kohn-Sham gap (Eh): 0.325
SMILES string: CCN[C@H]1[NH+]=CNc2nccnc21
LUMO energy (eV): -3.916
Net charge: +1

=====

No. 12
The following is a DFT calculation (ωB97M-V with the def2-TZVPD basis set) of a 2-piece molecular cluster, C8H12N5OP overall at a distorted geometry.

Atoms and positions in Å:
C1 -3.410 -1.915 0.040
C2 -1.235 1.768 -0.979
C3 -2.985 0.771 -0.172
C4 -2.090 -0.206 -0.560
C5 -4.122 0.235 0.417
C6 4.541 -0.694 -0.067
C7 0.014 -0.291 -1.827
C8 2.395 -0.086 0.963
N1 -2.300 -1.534 -0.544
N2 -4.322 -1.062 0.586
N3 -2.444 1.965 -0.457
N4 -1.012 0.399 -1.216
N5 -5.174 1.011 0.807
O1 3.583 0.262 0.381
P1 1.159 1.091 0.800
H1 -3.528 -2.890 0.338
H2 -0.709 2.661 -1.271
H3 5.197 -1.072 0.694
H4 5.340 -0.161 -0.718
H5 3.990 -1.493 -0.510
H6 -0.042 -1.353 -1.872
H7 0.695 0.235 -2.393
H8 2.313 -1.082 1.370
H9 -5.214 2.057 0.719
H10 -5.958 0.314 1.230
H11 0.990 1.695 2.042
H12 2.212 1.988 0.354

Summary:
Electronic energy (eV): -27272.0823
Multiplicity: 3
Kohn-Sham gap (alpha / beta) (Eh): 0.283 / 0.288
LUMO energy (alpha / beta) (eV): 0.861 / -0.488